{"formula": "C4H9NO3", "method": "the ωB97M-V functional and the def2-TZVPD basis", "max_force_ha_per_bohr": 0.011, "charge": 0, "homo_energy_ha": -0.2996, "e_tot_ev": -11923.0789, "species": ["C", "C", "H", "H", "H", "H", "H", "H", "C", "C", "N", "O", "O", "O", "H", "H", "H"], "coordinates": [[0.895, 0.980, -0.697], [1.851, 0.914, 0.467], [2.754, 1.494, 0.262], [0.565, 1.983, -0.955], [1.202, 0.446, -1.599], [0.010, -0.184, -0.350], [1.375, 1.329, 1.357], [2.161, -0.112, 0.683], [-0.911, 0.565, -0.120], [-0.885, -1.494, -0.131], [-1.091, -1.833, 1.141], [-1.696, 0.792, -1.219], [-1.142, 1.004, 0.990], [-0.942, -2.145, -1.146], [-1.553, 0.098, -1.881], [-1.427, -2.756, 1.384], [-1.166, -1.081, 1.814]], "forces_ev_per_a": [[-0.528, -0.195, 0.180], [-0.029, -0.006, 0.005], [-0.060, -0.036, -0.002], [0.009, -0.011, 0.009], [-0.003, 0.004, 0.025], [0.252, -0.208, -0.121], [0.008, -0.012, -0.039], [-0.023, 0.033, -0.020], [0.021, -0.019, -0.072], [-0.027, 0.453, -0.158], [-0.007, -0.029, 0.039], [0.190, -0.108, 0.124], [0.087, -0.157, -0.127], [0.044, 0.202, 0.244], [0.023, -0.014, 0.073], [0.030, 0.094, -0.062], [0.011, 0.008, -0.099]]}